1.
A molecular structure, C27H44N3P3PtSe in a non-equilibrium geometry. Source: OMol25; level of theory: ωB97M-V with the def2-TZVPD basis set.

Output
Energy relative to the best compared isomer or geometry (same formula, charge and spin) = 0.000 eV
Strongest force on any atom = 2.404 eV/Å
Kohn-Sham gap (alpha / beta) = 8.24 / 5.48 eV
HOMO energy (alpha / beta) = -18.44 / -19.41 eV
Multiplicity = 5
Total charge = +4

Structure (XYZ):
```
79
C27H44N3P3PtSe | OMol25 | ωB97M-V with the def2-TZVPD basis set
Pt -0.425 -0.591 -1.035
P -1.688 -1.090 0.854
P 0.911 -2.473 -1.152
P -2.075 -0.795 -2.656
H 0.964 2.156 -1.292
C -0.116 1.964 -1.263
C -0.689 1.636 -0.024
H -0.009 1.626 0.842
C -0.955 -0.622 2.451
C -2.046 -2.861 1.112
C -3.335 -0.307 0.877
C 2.270 -2.634 -2.361
C 1.728 -2.649 0.462
C -0.024 -4.013 -1.452
C -3.134 0.671 -2.689
C -3.167 -2.199 -2.275
C -1.562 -1.107 -4.366
H -0.720 2.438 -2.038
H -1.743 1.866 0.178
H -0.913 0.468 2.539
H 0.056 -1.037 2.554
H -1.603 -1.030 3.241
H -1.122 -3.420 1.313
H -2.574 -3.293 0.253
H -2.694 -2.913 1.999
H -3.258 0.776 0.729
H -3.745 -0.511 1.876
H -4.000 -0.740 0.119
H 2.824 -3.567 -2.184
H 2.958 -1.784 -2.274
H 1.868 -2.650 -3.381
H 2.168 -3.648 0.554
H 1.025 -2.488 1.285
H 2.526 -1.901 0.544
H 0.680 -4.854 -1.494
H -0.551 -3.954 -2.413
H -0.750 -4.207 -0.657
H -3.773 0.616 -3.581
H -2.530 1.582 -2.734
H -3.768 0.708 -1.794
H -3.855 -2.340 -3.118
H -3.754 -2.016 -1.371
H -2.585 -3.118 -2.142
H -2.446 -1.064 -5.019
H -1.106 -2.102 -4.447
H -0.813 -0.362 -4.686
C 1.614 2.058 -4.941
C 1.092 3.256 -4.374
C 1.206 4.466 -5.056
C 1.823 4.515 -6.317
C 2.298 3.332 -6.909
C 2.171 2.118 -6.249
Se 1.684 0.447 -4.054
H 0.295 0.287 -2.177
H 0.631 3.199 -3.386
H 0.811 5.374 -4.593
H 1.930 5.469 -6.833
H 2.771 3.355 -7.887
H 2.528 1.192 -6.695
N -0.575 0.662 10.386
C -0.151 0.755 9.299
C 0.380 0.861 7.966
C -0.125 1.816 7.071
C 0.406 1.922 5.787
C 1.443 1.063 5.395
C 1.959 0.103 6.277
C 1.415 0.009 7.563
N 1.923 1.123 4.070
C 2.840 0.267 3.456
C 2.795 0.543 2.113
N 1.869 1.539 1.879
C 1.391 1.911 3.058
H -0.936 2.476 7.376
H 0.003 2.668 5.098
H 2.765 -0.563 5.963
H 1.808 -0.737 8.254
H 3.425 -0.457 3.993
H 3.369 0.089 1.320
H 0.692 2.714 3.266
```

=====

2.
A molecular structure, C27H44N3P3SeYb in a non-equilibrium geometry. Source: OMol25; level of theory: ωB97M-V with the def2-TZVPD basis set.

Output
Energy relative to the best compared isomer or geometry (same formula, charge and spin) = 0.800 eV
Strongest force on any atom = 2.967 eV/Å
Kohn-Sham gap (alpha / beta) = 5.92 / 2.78 eV
HOMO energy (alpha / beta) = -15.22 / -15.22 eV
Multiplicity = 2
Total charge = +3

Structure (XYZ):
```
79
C27H44N3P3SeYb | OMol25 | ωB97M-V with the def2-TZVPD basis set
Yb -0.421 0.155 -0.836
P 0.774 -0.609 2.372
P -3.036 0.661 0.254
P 0.060 2.649 1.138
H 1.253 1.054 -2.797
C 1.721 1.488 -1.891
C 2.450 0.735 -1.049
H 2.592 -0.346 -1.221
C 1.360 -2.311 2.798
C -0.525 -0.527 3.675
C 2.170 0.254 3.220
C -3.631 1.738 -1.104
C -4.306 -0.679 0.042
C -3.686 1.538 1.720
C 1.733 3.392 1.205
C -0.448 3.064 2.859
C -0.790 4.031 0.274
H 1.695 2.586 -1.836
H 3.074 1.169 -0.253
H 2.210 -2.586 2.155
H 0.548 -3.039 2.665
H 1.691 -2.322 3.846
H -1.402 -1.071 3.300
H -0.814 0.509 3.883
H -0.188 -1.006 4.606
H 3.019 0.267 2.524
H 2.473 -0.298 4.120
H 1.922 1.284 3.495
H -4.726 1.816 -1.088
H -3.330 1.325 -2.078
H -3.193 2.741 -1.030
H -5.299 -0.231 -0.110
H -4.303 -1.342 0.922
H -4.050 -1.283 -0.846
H -4.784 1.519 1.732
H -3.346 2.580 1.743
H -3.317 1.044 2.627
H 1.658 4.451 1.485
H 2.219 3.316 0.229
H 2.356 2.879 1.944
H -0.387 4.150 3.015
H 0.205 2.579 3.593
H -1.481 2.746 3.047
H -0.391 4.987 0.645
H -1.873 4.000 0.459
H -0.624 3.968 -0.814
C -0.235 4.035 -4.797
C 1.096 3.600 -4.797
C 2.034 4.149 -5.670
C 1.649 5.136 -6.588
C 0.312 5.564 -6.631
C -0.633 5.020 -5.745
Se -1.371 3.291 -3.384
H -0.815 1.864 -3.076
H 1.399 2.831 -4.085
H 3.067 3.801 -5.629
H 2.384 5.569 -7.269
H 0.011 6.321 -7.363
H -1.674 5.358 -5.773
N 2.941 -9.235 3.780
C 2.478 -8.449 3.043
C 1.934 -7.479 2.132
C 2.735 -6.432 1.648
C 2.200 -5.448 0.805
C 0.835 -5.478 0.475
C 0.054 -6.581 0.869
C 0.600 -7.555 1.720
N 0.237 -4.324 -0.092
C -1.121 -4.122 -0.349
C -1.286 -2.806 -0.655
N -0.035 -2.162 -0.582
C 0.851 -3.120 -0.265
H 3.785 -6.397 1.953
H 2.869 -4.676 0.413
H -0.981 -6.678 0.550
H -0.024 -8.378 2.062
H -1.831 -4.920 -0.234
H -2.219 -2.332 -0.933
H 1.922 -2.992 -0.173
```

=====

3.
A single C27H44O3 molecule. Source: OMol25; level of theory: ωB97M-V with the def2-TZVPD basis set.

Output
Energy relative to the best compared isomer or geometry (same formula, charge and spin) = 0.196 eV
Strongest force on any atom = 0.497 eV/Å
Kohn-Sham gap = 8.68 eV
HOMO energy = -8.00 eV
SMILES = C[C@H](/C=C/[C@H](C)C(C)(C)O)[C@H]1CC[C@H]2/C(=C/C=C3C[C@@H](O)C[C@H](O)C3)CCC[C@]12C

Structure (XYZ):
```
74
C27H44O3 | OMol25 | ωB97M-V with the def2-TZVPD basis set
C -3.222 2.374 -0.758
C -2.723 0.975 -0.388
C -3.845 0.234 0.281
C -4.393 -0.882 -0.175
C -5.544 -1.592 0.476
C -5.332 -3.102 0.401
C -6.888 -1.107 -0.147
C -8.082 -1.819 0.489
C -6.921 -1.292 -1.669
O -7.053 0.268 0.165
C -1.518 0.995 0.568
C -1.139 -0.443 1.003
C 0.395 -0.507 1.080
C 0.811 0.959 1.055
C 2.218 1.355 0.729
C 3.166 0.485 0.359
C 4.534 0.792 0.024
C 5.455 -0.071 -0.423
C 6.862 0.377 -0.718
C 7.874 -0.753 -0.452
O 9.175 -0.256 -0.241
C 7.376 -1.591 0.731
C 6.081 -2.344 0.376
O 6.339 -3.650 -0.082
C 5.254 -1.537 -0.649
C 2.381 2.844 0.850
C 1.373 3.582 -0.039
C -0.065 3.120 0.205
C -0.189 1.601 0.060
C 0.112 1.167 -1.375
H -2.509 2.891 -1.393
H -3.391 2.971 0.135
H -4.162 2.300 -1.304
H -2.451 0.444 -1.304
H -4.205 0.678 1.201
H -4.023 -1.330 -1.089
H -5.586 -1.295 1.530
H -6.105 -3.636 0.946
H -5.327 -3.447 -0.630
H -4.370 -3.351 0.846
H -8.148 -2.848 0.152
H -8.002 -1.793 1.572
H -8.990 -1.294 0.203
H -7.874 -0.931 -2.050
H -6.814 -2.338 -1.938
H -6.126 -0.720 -2.143
H -6.250 0.735 -0.101
H -1.818 1.564 1.456
H -1.591 -0.677 1.967
H -1.521 -1.169 0.286
H 0.796 -1.038 0.217
H 0.742 -1.014 1.979
H 0.580 1.379 2.043
H 2.899 -0.560 0.320
H 4.841 1.823 0.141
H 6.946 0.702 -1.760
H 7.119 1.237 -0.093
H 7.979 -1.388 -1.339
H 9.172 0.285 0.558
H 8.139 -2.313 1.026
H 7.190 -0.925 1.577
H 5.490 -2.490 1.286
H 6.913 -3.600 -0.855
H 4.209 -1.831 -0.589
H 5.609 -1.790 -1.652
H 3.388 3.165 0.587
H 2.203 3.128 1.893
H 1.636 3.421 -1.085
H 1.443 4.655 0.155
H -0.721 3.637 -0.496
H -0.368 3.409 1.215
H -0.442 1.779 -2.084
H -0.163 0.128 -1.533
H 1.173 1.265 -1.590
```

=====

Number 1 is which compound? C27H44N3P3PtSe

=====

The highest energy relative to the best compared isomer or geometry (same formula, charge and spin) belongs to which entry? C27H44N3P3SeYb

=====

Look up the energy relative to the best compared isomer or geometry (same formula, charge and spin) of the third one. 0.196 eV

=====

Repeat the third record exactly.
A single C27H44O3 molecule. Source: OMol25; level of theory: ωB97M-V with the def2-TZVPD basis set.

Output
Energy relative to the best compared isomer or geometry (same formula, charge and spin) = 0.196 eV
Strongest force on any atom = 0.497 eV/Å
Kohn-Sham gap = 8.68 eV
HOMO energy = -8.00 eV
SMILES = C[C@H](/C=C/[C@H](C)C(C)(C)O)[C@H]1CC[C@H]2/C(=C/C=C3C[C@@H](O)C[C@H](O)C3)CCC[C@]12C

Structure (XYZ):
```
74
C27H44O3 | OMol25 | ωB97M-V with the def2-TZVPD basis set
C -3.222 2.374 -0.758
C -2.723 0.975 -0.388
C -3.845 0.234 0.281
C -4.393 -0.882 -0.175
C -5.544 -1.592 0.476
C -5.332 -3.102 0.401
C -6.888 -1.107 -0.147
C -8.082 -1.819 0.489
C -6.921 -1.292 -1.669
O -7.053 0.268 0.165
C -1.518 0.995 0.568
C -1.139 -0.443 1.003
C 0.395 -0.507 1.080
C 0.811 0.959 1.055
C 2.218 1.355 0.729
C 3.166 0.485 0.359
C 4.534 0.792 0.024
C 5.455 -0.071 -0.423
C 6.862 0.377 -0.718
C 7.874 -0.753 -0.452
O 9.175 -0.256 -0.241
C 7.376 -1.591 0.731
C 6.081 -2.344 0.376
O 6.339 -3.650 -0.082
C 5.254 -1.537 -0.649
C 2.381 2.844 0.850
C 1.373 3.582 -0.039
C -0.065 3.120 0.205
C -0.189 1.601 0.060
C 0.112 1.167 -1.375
H -2.509 2.891 -1.393
H -3.391 2.971 0.135
H -4.162 2.300 -1.304
H -2.451 0.444 -1.304
H -4.205 0.678 1.201
H -4.023 -1.330 -1.089
H -5.586 -1.295 1.530
H -6.105 -3.636 0.946
H -5.327 -3.447 -0.630
H -4.370 -3.351 0.846
H -8.148 -2.848 0.152
H -8.002 -1.793 1.572
H -8.990 -1.294 0.203
H -7.874 -0.931 -2.050
H -6.814 -2.338 -1.938
H -6.126 -0.720 -2.143
H -6.250 0.735 -0.101
H -1.818 1.564 1.456
H -1.591 -0.677 1.967
H -1.521 -1.169 0.286
H 0.796 -1.038 0.217
H 0.742 -1.014 1.979
H 0.580 1.379 2.043
H 2.899 -0.560 0.320
H 4.841 1.823 0.141
H 6.946 0.702 -1.760
H 7.119 1.237 -0.093
H 7.979 -1.388 -1.339
H 9.172 0.285 0.558
H 8.139 -2.313 1.026
H 7.190 -0.925 1.577
H 5.490 -2.490 1.286
H 6.913 -3.600 -0.855
H 4.209 -1.831 -0.589
H 5.609 -1.790 -1.652
H 3.388 3.165 0.587
H 2.203 3.128 1.893
H 1.636 3.421 -1.085
H 1.443 4.655 0.155
H -0.721 3.637 -0.496
H -0.368 3.409 1.215
H -0.442 1.779 -2.084
H -0.163 0.128 -1.533
H 1.173 1.265 -1.590
```